Record 1
The following is a DFT calculation (ωB97M-V with the def2-TZVPD basis set) of a molecular structure, C34H43AsCdN4O7S2Si.

XYZ file:
```
93
Properties=species:S:1:pos:R:3
Cd -0.099 1.688 -0.577
C 1.617 -1.357 -2.363
C 0.391 -1.686 -1.567
C -0.126 -2.971 -1.464
C -1.284 -3.146 -0.700
C -1.882 -2.086 -0.063
C -1.297 -0.792 -0.176
N -0.179 -0.657 -0.946
N -1.707 0.337 0.391
Si -3.059 0.684 1.374
C -3.080 -0.363 2.953
C -4.687 0.394 0.478
C -2.915 2.479 1.870
H 1.413 -0.504 -3.014
H 1.947 -2.209 -2.959
H 2.413 -1.067 -1.676
H 0.351 -3.799 -1.971
H -1.723 -4.135 -0.612
H -2.784 -2.219 0.520
H -3.206 -1.429 2.736
H -3.897 -0.056 3.614
H -2.137 -0.244 3.493
H -4.777 -0.646 0.152
H -4.739 1.031 -0.409
H -5.544 0.620 1.120
H -2.040 2.620 2.511
H -3.797 2.826 2.416
H -2.778 3.104 0.983
C -0.909 -2.935 5.435
C 0.114 -2.337 4.510
C 1.203 -1.622 5.003
C 2.137 -1.057 4.139
C 1.976 -1.208 2.772
C 0.893 -1.917 2.265
C -0.022 -2.477 3.131
S 3.146 -0.500 1.633
O 3.340 -1.513 0.610
O 4.324 -0.176 2.426
N 2.397 0.701 0.984
C 2.131 1.849 1.661
C 2.759 2.312 2.836
C 2.380 3.524 3.367
C 1.398 4.294 2.743
C 0.831 3.785 1.592
N 1.183 2.604 1.082
H -0.575 -2.890 6.472
H -1.104 -3.979 5.184
H -1.859 -2.398 5.360
H 1.325 -1.505 6.074
H 2.993 -0.514 4.514
H 0.780 -2.031 1.194
H -0.868 -3.024 2.724
H 3.539 1.713 3.285
H 2.860 3.880 4.272
H 1.082 5.252 3.132
H 0.060 4.308 1.035
O -0.509 3.506 -4.316
C -0.391 3.218 -3.132
O 0.264 2.207 -2.684
C -1.151 4.108 -2.058
O -1.702 5.136 -2.442
O -1.124 3.679 -0.851
C -2.700 0.567 -3.323
C -3.615 1.746 -3.496
O -4.282 2.189 -2.584
C -3.686 2.395 -4.849
C -3.581 3.780 -4.928
C -3.668 4.403 -6.162
C -3.877 3.656 -7.315
C -3.976 2.274 -7.237
C -3.864 1.644 -6.005
H -2.853 0.121 -2.341
H -1.667 0.920 -3.403
H -2.844 -0.177 -4.109
H -3.368 4.352 -4.031
H -3.546 5.477 -6.225
H -3.941 4.150 -8.278
H -4.127 1.686 -8.135
H -3.923 0.563 -5.947
C 4.793 -3.855 2.237
As 5.899 -3.925 0.664
C 4.702 -4.444 -0.756
C 6.430 -2.127 0.242
S 7.521 -5.237 0.857
H 3.827 -3.432 1.975
H 5.273 -3.214 2.975
H 4.704 -4.869 2.622
H 3.887 -3.722 -0.813
H 4.318 -5.439 -0.540
H 5.261 -4.467 -1.690
H 5.546 -1.526 0.050
H 7.094 -2.174 -0.620
H 6.970 -1.724 1.097
```

orbital gap	6.908	eV
HOMO	-2.946	eV
total charge	-2
ΔE to the lowest compared entry with this formula, charge and spin	0.000	eV

***

Record 2
The following is a DFT calculation (ωB97M-V with the def2-TZVPD basis set) of C6H9N in the gas phase at a distorted geometry.

XYZ file:
```
16
Properties=species:S:1:pos:R:3
C -1.108 1.566 2.977
C -0.570 1.241 1.774
C -0.352 0.109 0.945
C -0.283 0.269 -0.537
C 0.821 -0.580 -1.155
C 0.640 -2.014 -1.449
N 0.631 -1.028 -2.532
H -0.729 2.480 3.435
H -1.969 1.112 3.457
H -0.132 2.176 1.416
H -0.230 1.297 -0.938
H -1.242 -0.147 -0.897
H 1.829 -0.277 -0.868
H -0.319 -2.486 -1.248
H 1.498 -2.675 -1.343
H 1.514 -1.044 -3.036
```

orbital gap (spin up / spin down)	7.801 / 7.413	eV
HOMO (spin up / spin down)	-8.470 / -7.979	eV
ΔE to the lowest compared entry with this formula, charge and spin	5.852	eV

***

Record 3
The following is a DFT calculation (ωB97M-V with the def2-TZVPD basis set) of 2 unconnected molecules or ions with the total composition C4H14NO2 at a distorted geometry.

XYZ file:
```
21
Properties=species:S:1:pos:R:3
C 1.871 -0.464 -0.023
O 2.235 -0.065 -1.362
C 0.483 0.051 0.459
C 0.192 1.527 0.652
C -1.294 1.894 1.065
N -0.398 -0.344 -0.717
H 1.717 -1.521 0.049
H 2.588 0.158 0.519
H 2.987 -0.613 -1.610
H 0.129 -0.619 1.294
H 0.834 1.978 1.397
H 0.405 2.192 -0.183
H -1.268 2.399 2.028
H -1.544 2.738 0.423
H -2.036 1.092 1.131
H 0.009 -0.143 -1.632
H -1.241 0.236 -0.641
H -0.808 -1.343 -0.617
H -2.394 -2.899 -0.605
H -1.002 -3.551 -0.841
O -1.465 -2.703 -0.785
```

orbital gap	11.526	eV
HOMO	-14.660	eV
total charge	+1
ΔE to the lowest compared entry with this formula, charge and spin	1.632	eV

***

Record 4
The following is a DFT calculation (ωB97M-V with the def2-TZVPD basis set) of C4H7NO2 in the gas phase at a distorted geometry.

XYZ file:
```
14
Properties=species:S:1:pos:R:3
C 1.430 -0.502 -0.419
C -0.062 -0.375 -0.553
N -0.793 -1.192 -1.237
O -0.013 -2.171 -1.833
C -0.775 0.697 0.090
C -0.776 1.771 1.906
O -0.083 1.633 0.768
H 1.899 -0.498 -1.407
H 1.844 0.307 0.185
H 1.680 -1.463 0.045
H -0.667 -2.699 -2.310
H -1.845 0.821 -0.002
H -0.867 2.779 2.295
H -1.013 0.882 2.470
```

orbital gap (spin up / spin down)	7.994 / 8.164	eV
HOMO (spin up / spin down)	-7.655 / -8.046	eV
ΔE to the lowest compared entry with this formula, charge and spin	5.768	eV

***

Record 5
The following is a DFT calculation (ωB97M-V with the def2-TZVPD basis set) of a molecular structure, C39H32Co2N2O5P at a distorted geometry.

XYZ file:
```
81
Properties=species:S:1:pos:R:3
O -0.065 -3.574 -1.895
C -0.084 -2.421 -2.065
Co -0.060 -0.729 -2.671
C 1.209 -0.596 -3.858
O 2.177 -0.482 -4.493
C -1.640 -0.593 -3.464
O -2.718 -0.589 -3.899
C -0.812 0.515 -1.303
C -1.290 -0.252 -0.192
C -2.407 -0.925 0.195
C -3.019 -0.688 1.492
C -4.416 -0.494 1.667
C -4.926 -0.115 2.907
C -4.077 0.010 4.024
C -2.719 -0.319 3.897
C -2.206 -0.659 2.644
Co 0.503 -0.213 -0.334
C 0.987 -1.278 0.924
O 1.344 -2.005 1.780
C 1.974 -0.397 -1.374
O 3.104 -0.550 -1.630
P 1.238 1.711 0.519
C 1.750 1.484 2.291
C 1.194 2.229 3.341
C 1.590 1.994 4.663
C 2.558 1.025 4.947
C 3.141 0.298 3.902
C 2.758 0.544 2.577
C 2.751 2.495 -0.198
C 3.737 3.114 0.593
C 4.868 3.685 -0.003
C 5.009 3.664 -1.395
C 4.008 3.104 -2.197
C 2.877 2.534 -1.599
C 0.111 3.179 0.672
C 0.493 4.488 0.309
C -0.380 5.573 0.488
C -1.651 5.368 1.042
C -2.055 4.075 1.399
C -1.180 2.996 1.218
H -1.013 1.580 -1.459
H -2.903 -1.624 -0.486
H -5.062 -0.630 0.801
H -5.988 0.117 3.010
H -4.450 0.372 5.004
H -2.069 -0.292 4.786
H -1.172 -0.963 2.517
H 0.457 3.008 3.132
H 1.128 2.572 5.466
H 2.849 0.818 5.980
H 3.875 -0.487 4.107
H 3.255 0.016 1.755
H 3.638 3.141 1.679
H 5.645 4.135 0.619
H 5.908 4.060 -1.870
H 4.115 3.074 -3.290
H 2.084 2.122 -2.232
H 1.481 4.667 -0.126
H -0.066 6.582 0.184
H -2.331 6.212 1.191
H -3.053 3.896 1.814
H -1.520 1.995 1.492
C -0.642 -8.517 1.614
N -1.968 -7.906 1.562
C -3.096 -8.833 1.630
C -2.100 -6.558 1.334
C -3.332 -5.928 1.006
C -3.335 -4.553 0.697
N -2.261 -3.738 0.790
C -1.100 -4.335 1.150
C -0.968 -5.695 1.437
H -0.011 -8.192 0.761
H -0.132 -8.306 2.571
H -0.761 -9.604 1.598
H -4.016 -8.338 1.977
H -3.276 -9.328 0.657
H -2.835 -9.660 2.303
H -4.262 -6.502 0.963
H -4.278 -4.091 0.388
H -0.211 -3.701 1.274
H 0.015 -6.092 1.713
```

orbital gap	5.250	eV
HOMO	-10.191	eV
total charge	+1

***

Record 6
The following is a DFT calculation (ωB97M-V with the def2-TZVPD basis set) of a gas-phase ion, C3H6BrN2 (charge +1) at a distorted geometry.

XYZ file:
```
12
Properties=species:S:1:pos:R:3
C 1.063 -0.707 -0.755
C -1.245 -0.261 -0.151
C 1.583 0.432 -0.277
N -0.245 -0.888 -0.814
N -0.912 0.513 1.041
Br 3.385 0.770 -0.605
H 1.783 -1.332 -1.188
H -2.025 0.257 -0.664
H -2.059 -1.013 0.158
H 0.882 1.131 0.055
H -1.756 1.001 1.389
H -0.453 0.097 1.811
```

orbital gap (spin up / spin down)	6.464 / 6.463	eV
HOMO (spin up / spin down)	-14.199 / -14.198	eV
total charge	+1
ΔE to the lowest compared entry with this formula, charge and spin	3.874	eV

***

Record 7
The following is a DFT calculation (ωB97M-V with the def2-TZVPD basis set) of CH4BClS in the gas phase at a distorted geometry.

XYZ file:
```
8
Properties=species:S:1:pos:R:3
B -0.022 0.013 1.036
C 0.687 0.330 -0.444
S -1.011 0.400 -0.942
Cl -1.496 -1.466 -1.518
H -0.011 0.775 1.945
H -0.568 -0.973 1.235
H 1.137 1.385 -0.484
H 1.284 -0.463 -0.827
```

orbital gap	9.144	eV
HOMO	-9.220	eV
ΔE to the lowest compared entry with this formula, charge and spin	1.450	eV